[1]
Computed, not measured: a molecular structure, C51H49BN10O2P2SW, with ωB97M-V with the def2-TZVPD basis set.

- Charge: +3
- Expectation value of S²: 0.77
- HOMO (spin up / spin down): -15.9 / -15.9 eV
- Orbital gap (spin up / spin down): 0.207 / 0.224 Eh
- Multiplicity: 2
- E_LUMO (spin up / spin down): -0.3784 / -0.3621 Eh

Each line ends with the Mulliken spin population.
Cartesian coordinates (Å):
1 W -0.248 0.223 0.549  0.954
2 C 0.250 4.515 0.202  0.005
3 C 0.715 3.229 0.009  0.012
4 N -0.283 2.347 0.203  -0.026
5 N -1.391 3.064 0.532  0.028
6 C -1.091 4.366 0.522  0.008
7 B -2.792 2.383 0.702  0.033
8 N -2.908 1.391 -0.475  0.000
9 C -3.845 1.334 -1.419  0.003
10 C -3.508 0.352 -2.338  0.006
11 C -2.320 -0.155 -1.873  0.000
12 N -1.936 0.466 -0.737  -0.040
13 N -2.731 1.490 1.982  0.012
14 C -3.386 1.478 3.147  0.015
15 C -2.913 0.441 3.935  0.000
16 C -1.938 -0.163 3.167  0.022
17 N -1.829 0.467 1.985  -0.029
18 N -3.863 3.418 0.630  0.004
19 C -4.886 3.866 1.422  0.000
20 C -5.505 4.896 0.778  0.000
21 C -4.796 5.031 -0.434  0.001
22 N -3.819 4.156 -0.527  0.000
23 H 0.799 5.435 0.096  -0.001
24 H 1.697 2.896 -0.281  0.002
25 H -1.850 5.105 0.718  0.000
26 H -4.686 2.006 -1.391  0.000
27 H -4.057 0.055 -3.213  0.000
28 H -1.726 -0.944 -2.295  -0.002
29 H -4.153 2.195 3.370  0.001
30 H -3.239 0.167 4.922  0.000
31 H -1.320 -1.013 3.400  0.003
32 H -5.134 3.436 2.373  -0.001
33 H -6.349 5.467 1.122  0.000
34 H -4.966 5.732 -1.236  0.000
35 C 7.928 -1.109 -0.824  -0.001
36 C 6.561 -1.260 -0.230  0.003
37 C 6.306 -0.899 1.093  -0.001
38 C 5.057 -1.081 1.656  0.002
39 C 4.028 -1.604 0.875  -0.006
40 C 4.263 -1.981 -0.447  -0.001
41 C 5.520 -1.809 -0.985  0.000
42 S 2.492 -1.949 1.606  0.008
43 O 1.790 -2.923 0.838  0.000
44 O 2.672 -2.103 3.015  -0.003
45 N 1.462 -0.552 1.486  -0.008
46 C 1.627 0.399 2.527  -0.017
47 C 2.488 0.554 3.596  -0.020
48 C 2.260 1.655 4.417  0.004
49 C 1.212 2.536 4.175  -0.002
50 C 0.394 2.301 3.090  0.011
51 N 0.641 1.256 2.299  -0.019
52 H 8.561 -0.464 -0.219  0.000
53 H 7.872 -0.703 -1.835  0.000
54 H 8.413 -2.084 -0.895  0.000
55 H 7.110 -0.504 1.701  0.000
56 H 4.907 -0.872 2.704  0.001
57 H 3.481 -2.430 -1.040  0.000
58 H 5.710 -2.121 -2.005  0.000
59 H 3.263 -0.156 3.820  -0.001
60 H 2.908 1.815 5.269  0.000
61 H 1.028 3.383 4.819  0.000
62 H -0.448 2.932 2.840  -0.005
63 C 0.875 -2.983 -1.914  0.021
64 C 0.740 -1.673 -2.671  -0.002
65 P 0.835 -0.011 -1.871  0.050
66 C 2.576 0.531 -1.871  -0.065
67 C 3.223 1.050 -0.753  0.013
68 C 4.506 1.568 -0.853  0.005
69 C 5.164 1.557 -2.073  0.002
70 C 4.537 1.023 -3.192  0.000
71 C 3.249 0.523 -3.097  -0.002
72 C 0.077 1.017 -3.194  -0.008
73 C -0.510 2.257 -2.945  0.012
74 C -1.014 3.028 -3.981  0.002
75 C -0.934 2.579 -5.290  -0.001
76 C -0.351 1.350 -5.554  0.001
77 C 0.148 0.573 -4.519  -0.001
78 C -0.283 -3.421 -1.014  -0.006
79 P -1.096 -2.340 0.253  -0.007
80 C -1.163 -3.354 1.769  -0.037
81 C -1.982 -4.488 1.699  0.004
82 C -2.038 -5.374 2.762  0.000
83 C -1.290 -5.139 3.908  0.000
84 C -0.481 -4.015 3.986  0.002
85 C -0.415 -3.133 2.918  0.002
86 C -2.872 -2.341 -0.207  0.004
87 C -3.370 -2.857 -1.402  -0.001
88 C -4.735 -2.875 -1.655  0.001
89 C -5.625 -2.364 -0.725  -0.003
90 C -5.143 -1.850 0.472  0.002
91 C -3.783 -1.849 0.732  0.005
92 H 1.803 -3.015 -1.368  -0.005
93 H 0.956 -3.756 -2.683  0.002
94 H -0.192 -1.664 -3.242  -0.003
95 H 1.541 -1.629 -3.414  0.003
96 H 2.743 1.048 0.216  0.039
97 H 4.992 1.974 0.025  0.000
98 H 6.162 1.966 -2.156  0.000
99 H 5.044 1.015 -4.148  0.000
100 H 2.769 0.158 -3.995  0.000
101 H -0.617 2.631 -1.944  -0.005
102 H -1.475 3.981 -3.757  0.000
103 H -1.323 3.181 -6.100  0.000
104 H -0.280 0.986 -6.571  0.000
105 H 0.593 -0.375 -4.782  0.000
106 H 0.050 -4.275 -0.424  0.001
107 H -1.098 -3.784 -1.634  -0.002
108 H -2.580 -4.689 0.820  -0.001
109 H -2.668 -6.250 2.693  0.000
110 H -1.338 -5.832 4.737  0.000
111 H 0.115 -3.830 4.870  0.000
112 H 0.242 -2.283 3.004  0.023
113 H -2.722 -3.249 -2.173  -0.001
114 H -5.099 -3.297 -2.583  0.000
115 H -6.689 -2.384 -0.920  0.000
116 H -5.831 -1.477 1.219  0.000
117 H -3.440 -1.500 1.697  0.004

---

[2]
Computed, not measured: a molecular structure, C5H7NO, with ωB97M-V with the def2-TZVPD basis set.

- HOMO: -9.0 eV
- Orbital gap: 0.337 Eh
- E_LUMO: 0.0077 Eh

Each line ends with the natural charge from an NBO analysis.
Cartesian coordinates (Å):
1 O -0.889 2.289 0.659  -0.912
2 C 0.276 1.197 -0.624  0.071
3 C 0.982 0.126 0.137  -0.161
4 C -0.350 -0.576 0.510  -0.194
5 C 0.189 -1.871 -0.064  -0.231
6 N 0.775 -0.861 -1.031  -0.324
7 C -0.523 -0.026 -0.927  -0.157
8 H -0.325 2.713 1.328  0.464
9 H -0.218 2.347 -0.289  0.413
10 H 1.926 0.150 0.684  0.212
11 H -0.988 -0.324 1.359  0.224
12 H 0.950 -2.417 0.504  0.189
13 H -0.515 -2.563 -0.537  0.190
14 H -1.343 -0.186 -1.629  0.216

---

[3]
Computed, not measured: a single C2H3NO2 molecule, with ωB97M-V with the def2-TZVPD basis set.

- HOMO: -9.6 eV
- Orbital gap: 0.341 Eh
- E_LUMO: -0.0116 Eh

Each line ends with the natural charge from an NBO analysis.
Cartesian coordinates (Å):
1 C -0.928 0.565 -0.816  0.171
2 C 0.649 -0.447 0.963  0.208
3 N -1.383 0.537 0.279  -0.501
4 O 1.210 0.204 0.005  -0.150
5 O 0.549 -0.028 -1.157  -0.302
6 H -1.256 0.594 -1.921  0.203
7 H 0.220 -1.293 0.724  0.173
8 H 0.939 -0.133 1.923  0.198

---

[4]
Computed, not measured: a gas-phase ion, C6H15N2 (charge +1), with ωB97M-V with the def2-TZVPD basis set.

- Charge: +1
- Structure (SMILES): C=C(C[C@@H](C)N)[NH2+]C
- HOMO: -14.0 eV
- Orbital gap: 0.406 Eh
- E_LUMO: -0.1074 Eh

Each line ends with the natural charge from an NBO analysis.
Cartesian coordinates (Å):
1 C -1.379 -0.378 2.141  -0.343
2 C -0.817 -0.264 0.947  0.146
3 C 0.096 0.888 0.521  -0.481
4 C 0.138 1.324 -0.943  -0.062
5 C 1.434 2.047 -1.285  -0.617
6 N -0.205 0.251 -1.940  -0.866
7 N -0.456 -1.502 0.220  -0.590
8 C 0.771 -2.155 0.736  -0.417
9 H -1.823 -1.207 2.653  0.233
10 H -1.480 0.544 2.688  0.230
11 H 1.098 0.770 0.968  0.234
12 H -0.366 1.712 1.088  0.254
13 H -0.556 2.071 -1.071  0.203
14 H 1.846 2.376 -0.341  0.227
15 H 2.230 1.388 -1.730  0.210
16 H 1.266 2.801 -2.038  0.236
17 H 0.570 0.201 -2.577  0.389
18 H -1.048 0.448 -2.486  0.398
19 H -1.269 -2.115 0.214  0.431
20 H -0.350 -1.117 -0.798  0.481
21 H 1.661 -1.674 0.332  0.231
22 H 0.771 -3.190 0.412  0.239
23 H 0.778 -2.075 1.814  0.233

---

These records have relative energy (zero: lowest compared OMol25 entry of this formula, charge and spin) values of 10.8, 753.0, 630.7, 172.2 kJ/mol, in the order they appear.